Density functional theory data (ωB97M-V/def2-TZVPD) for a molecular structure, C34H42CeN6O7S.

Calculated values
frontier orbital gap (spin up / spin down)	5.01 / 4.96	eV
lowest unoccupied orbital energy (spin up / spin down)	-2.4 / -2.4	eV
highest occupied orbital energy (spin up / spin down)	-0.272 / -0.272	Eh
spin multiplicity	1

Element x y z (Å)
Ce -14.285 -11.164 6.336
S -12.656 -13.870 6.084
O -11.985 -11.335 10.040
O -12.775 -11.145 7.866
O -16.311 -11.147 2.075
O -14.680 -6.449 6.820
O -15.795 -10.222 7.780
O -16.130 -12.727 6.119
O -17.198 -9.831 9.529
N -14.846 -11.858 3.759
N -10.036 -13.200 6.140
N -15.376 -9.272 4.862
N -10.668 -15.076 7.387
N -14.974 -12.650 8.792
N -13.690 -8.581 6.732
C -15.809 -10.998 3.221
C -14.491 -13.892 2.527
C -16.329 -10.454 8.901
C -13.035 -12.009 2.124
C -10.919 -8.630 5.936
C -10.362 -7.517 8.084
C -14.604 -7.641 6.384
C -12.183 -6.564 9.377
C -15.820 -11.739 9.596
C -12.218 -12.828 1.331
C -15.605 -8.067 5.433
C -12.692 -8.120 7.578
C -15.800 -14.460 2.895
C -14.141 -12.551 2.823
C -12.483 -14.141 1.275
C -12.751 -10.544 2.283
C -9.757 -15.065 8.521
C -14.560 -7.472 9.249
C -16.829 -13.448 7.292
C -9.494 -13.760 9.241
C -7.694 -12.532 5.395
C -15.741 -13.817 8.308
C -13.668 -12.894 9.291
C -17.370 -8.983 3.580
C -17.629 -7.787 4.179
C -12.704 -11.691 9.116
C -8.590 -13.617 5.896
C -10.828 -6.704 9.117
C -16.220 -9.744 3.936
C -13.104 -7.431 8.737
C -16.672 -7.258 5.066
C -11.302 -8.179 7.301
C -10.975 -14.042 6.566
C -13.647 -14.701 1.858
H -8.569 -14.547 5.238
H -10.091 -15.779 9.284
H -11.500 -15.696 7.554
H -17.631 -12.774 7.684
H -11.751 -14.803 0.804
H -12.626 -5.921 10.167
H -16.631 -12.322 10.056
H -16.179 -14.846 1.919
H -7.820 -11.673 6.105
H -11.398 -12.464 0.696
H -15.849 -15.306 3.610
H -15.089 -8.346 8.833
H -8.057 -12.175 4.401
H -16.227 -13.229 5.270
H -15.031 -6.491 9.008
H -8.948 -14.023 10.128
H -11.814 -8.714 5.386
H -15.264 -11.452 10.504
H -10.064 -6.148 9.688
H -6.596 -12.863 5.360
H -8.800 -15.508 8.161
H -8.936 -13.031 8.614
H -10.348 -7.944 5.333
H -18.516 -7.197 3.908
H -10.431 -13.284 9.620
H -13.705 -13.094 10.384
H -13.806 -15.782 1.807
H -9.299 -7.771 8.014
H -10.402 -12.416 5.603
H -14.944 -14.428 7.773
H -18.103 -9.429 2.893
H -17.193 -14.445 6.923
H -16.778 -6.290 5.468
H -13.598 -9.909 2.047
H -14.529 -7.575 10.364
H -16.546 -13.654 3.164
H -13.226 -13.711 8.719
H -16.172 -14.416 9.073
H -10.398 -9.569 5.883
H -12.527 -10.243 3.330
H -11.900 -10.309 1.637
H -8.199 -13.955 6.877



Density functional theory data (ωB97M-V/def2-TZVPD) for 3 unconnected molecules or ions with the total composition C34H42Cl2N2O5S.

Calculated values
frontier orbital gap	8.36	eV
lowest unoccupied orbital energy	-0.8	eV
highest occupied orbital energy	-0.337	Eh
spin multiplicity	1

Element x y z (Å)
Cl 4.456 1.397 0.396
Cl 2.628 1.581 3.032
S -2.166 4.528 4.418
O -4.509 1.546 1.908
O 5.901 -2.011 2.629
O -8.685 0.855 -4.787
O 9.611 1.050 0.831
O -2.074 -2.455 0.955
N -5.264 -2.324 -3.249
N -2.312 3.398 1.892
C -6.014 1.792 -0.487
C 6.264 -2.816 3.752
C -4.930 -1.475 -2.136
C 5.214 -2.554 4.824
C 4.578 -1.500 2.807
C -3.518 -1.009 -0.271
C -3.867 -1.834 -1.315
C -6.784 0.049 -2.841
C 8.890 0.503 3.014
C 2.665 1.574 0.277
C -6.573 1.341 -3.659
C -4.252 -2.264 -4.329
C -1.914 -3.388 -4.227
C -1.568 -0.135 1.022
C 2.014 0.908 1.500
C 9.951 0.237 1.955
C -0.190 -0.162 1.116
C 0.504 0.990 1.460
C 8.289 1.570 0.992
C 7.667 0.804 2.152
C -7.333 1.247 -4.985
C -2.359 -1.333 0.608
C -1.578 2.184 1.648
C 2.342 3.047 0.088
C 3.976 -2.266 3.977
C -3.425 -3.552 -4.501
C -3.761 0.995 1.139
C -5.631 2.963 -0.982
C -2.268 1.036 1.286
C -5.646 -0.295 -1.910
C -2.194 3.887 3.001
C -5.293 0.533 -0.831
C -4.223 0.165 -0.020
C -0.198 2.157 1.725
H 4.639 -0.429 3.024
H -4.963 3.005 -1.833
H 6.263 -3.867 3.445
H -6.959 2.205 -3.119
H -3.576 -1.430 -4.137
H -1.300 -3.844 -4.999
H 5.481 -1.670 5.408
H 9.943 -0.813 1.643
H -7.300 2.208 -5.502
H 10.959 0.492 2.286
H -9.183 1.607 -4.450
H -5.301 -3.274 -2.902
H 2.329 3.585 1.031
H 3.534 -3.204 3.631
H 7.742 1.446 0.057
H -3.557 -3.918 -5.518
H -1.641 -3.848 -3.277
H 2.383 1.023 -0.618
H -3.300 -2.744 -1.463
H -6.871 0.472 -5.596
H 4.017 -1.633 1.879
H 0.353 3.049 1.984
H -3.804 -4.345 -3.854
H 3.206 -1.699 4.499
H -7.722 0.126 -2.293
H 0.345 -1.077 0.894
H 5.093 -3.392 5.509
H -1.644 -2.337 -4.140
H -5.925 3.902 -0.533
H 2.276 -0.145 1.447
H 6.894 1.375 2.667
H 8.360 2.641 1.213
H -6.835 1.739 0.215
H 9.159 1.380 3.607
H 7.222 -0.127 1.800
H -4.745 -2.036 -5.276
H 7.274 -2.550 4.069
H 3.046 3.504 -0.600
H -6.877 -0.761 -3.557
H -5.513 1.498 -3.865
H 8.751 -0.338 3.692
H 1.356 3.131 -0.374



Density functional theory data (ωB97M-V/def2-TZVPD) for a molecular structure, C34H42Ge2IN3O2V.

Calculated values
expectation value of S²	1.199
frontier orbital gap (spin up / spin down)	6.46 / 7.60	eV
total charge	+2
lowest unoccupied orbital energy (spin up / spin down)	-6.9 / -5.8	eV
highest occupied orbital energy (spin up / spin down)	-0.493 / -0.492	Eh
spin multiplicity	2

Element x y z (Å)
I 0.321 -0.291 2.595
Ge -0.173 0.142 -2.495
Ge -3.242 0.863 -0.220
V 0.751 -0.302 -0.167
O -1.303 1.204 -0.110
O 2.893 2.741 0.078
N 0.821 1.720 -0.068
N 0.539 -2.390 -0.203
N 0.102 -4.529 -0.272
C 1.268 -4.409 0.441
C -4.285 -1.736 0.741
C -5.698 0.250 -1.834
C -3.241 0.358 -2.154
C -0.588 3.590 0.240
C 2.462 -0.206 2.687
C -4.608 0.248 -2.708
C 3.456 -0.172 -0.928
C 0.863 4.067 0.358
C 4.432 -0.158 4.034
C -0.417 2.120 0.020
C -1.548 -3.103 -1.453
C 0.009 2.018 -4.694
C 1.536 -3.084 0.483
C -0.188 -1.845 -4.723
C 3.030 -0.198 3.928
C -6.999 0.130 -2.288
C -2.126 0.077 -2.836
C -7.239 0.005 -3.647
C 0.684 -1.338 -3.572
C -0.316 -3.308 -0.646
C 2.649 -0.204 0.182
C -3.974 2.523 0.598
C -6.170 0.006 -4.534
C 5.414 -0.082 0.447
C 1.704 2.824 0.114
C 4.854 -0.118 -0.800
C 0.413 1.908 -3.221
C -3.123 -0.757 0.927
C -5.437 2.395 1.023
C 4.623 -0.122 1.622
C 5.207 -0.118 2.908
C -4.871 0.129 -4.075
C 3.206 -0.176 1.489
H -2.408 -3.559 -0.962
H -8.252 -0.089 -4.015
H 5.476 -0.086 -1.684
H 1.799 -5.248 0.855
H 0.457 1.223 -5.291
H -3.340 2.691 1.471
H -5.721 3.263 1.618
H -6.358 -0.081 -5.596
H -1.436 -3.573 -2.432
H 3.013 -0.168 -1.924
H -2.174 -1.225 0.650
H -2.273 -0.244 -3.867
H -0.378 -1.059 -5.454
H -1.122 4.031 -0.604
H -0.049 2.713 -2.645
H -6.103 2.351 0.163
H -7.829 0.139 -1.593
H 0.321 -2.657 -5.243
H -1.075 1.969 -4.803
H -1.181 3.780 1.135
H -3.836 3.343 -0.107
H -1.148 -2.227 -4.373
H 0.951 -2.156 -2.902
H 1.617 -0.929 -3.967
H 6.489 -0.010 0.560
H 2.377 -2.609 0.948
H 1.495 1.999 -3.104
H 2.421 -0.224 4.822
H -5.205 -1.333 1.164
H -4.076 -2.677 1.252
H -5.526 0.328 -0.758
H -4.463 -1.947 -0.315
H 4.882 -0.164 5.017
H -3.047 -0.445 1.972
H 6.286 -0.088 2.996
H 0.349 2.969 -5.105
H 1.097 4.457 1.349
H -5.599 1.511 1.642
H -4.066 0.150 -4.797
H -0.367 -5.397 -0.474
H -1.748 -2.044 -1.598
H 1.130 4.839 -0.361



Density functional theory data (ωB97M-V/def2-TZVPD) for C34H42N4O2 in the gas phase.

Calculated values
frontier orbital gap	8.77	eV
SMILES	CC[C@@H](C(=O)NCCC[C@H]1CN2C(=NC[C@@H]2Cc2ccc(O)cc2)N1CCc1cccc(C)c1)c1ccccc1
lowest unoccupied orbital energy	0.6	eV
highest occupied orbital energy	-0.301	Eh
spin multiplicity	1

Element x y z (Å)
O 3.440 -0.356 2.784
O -3.015 -5.109 1.913
N 1.749 -0.765 1.353
N 1.479 -0.356 -2.144
N 0.409 1.708 -1.514
N -0.282 -0.316 -0.736
C -2.279 -1.077 1.234
C -2.753 -3.787 1.713
C -1.711 -3.132 2.357
C -1.247 2.605 -4.273
C 1.529 0.046 -4.615
C -1.385 1.697 4.984
C -2.362 1.782 -4.193
C -1.480 -1.790 2.116
C 4.093 2.610 1.627
C -1.224 2.646 3.989
C 0.609 0.589 4.235
C 0.583 0.445 -1.519
C 2.252 0.137 -3.255
C 2.474 0.038 2.160
C -0.809 1.937 -0.754
C -1.366 4.094 -4.166
C -0.463 0.673 5.108
C -3.564 -3.079 0.832
C -2.227 0.409 -4.291
C 2.084 -2.688 -1.499
C 2.915 -2.170 -0.324
C 3.042 2.420 2.713
C -0.303 -1.657 -1.265
C -3.326 -1.740 0.602
C 1.016 -1.740 -2.074
C -1.986 0.366 0.936
C -0.156 2.558 3.115
C -1.432 0.534 -0.483
C 2.198 -2.099 1.034
C 0.154 0.647 -4.525
C 0.768 1.523 3.220
C -0.976 -0.157 -4.459
C 0.002 2.023 -4.442
C 1.930 1.462 2.258
H 0.790 -2.106 -3.084
H -1.008 4.571 -5.078
H -0.574 2.445 0.187
H 2.461 1.184 -3.026
H -0.883 -1.231 -4.544
H -0.033 3.303 2.341
H -1.933 3.455 3.891
H -0.577 -0.065 5.888
H -3.101 -0.225 -4.235
H 1.587 1.772 1.263
H -1.260 0.743 1.657
H 2.900 -2.372 1.826
H -2.224 0.316 -1.218
H 1.332 -0.206 4.347
H 2.132 0.585 -5.348
H 3.510 2.002 3.606
H -0.349 -2.397 -0.463
H 0.998 -0.388 0.787
H 3.775 -2.834 -0.224
H 1.348 -2.785 1.065
H -3.967 -1.198 -0.079
H -0.669 -1.291 2.625
H 2.782 -2.917 -2.309
H 4.576 1.662 1.406
H -3.342 2.217 -4.052
H 2.599 3.384 2.975
H -2.895 0.966 1.019
H 1.464 -0.996 -4.934
H -4.375 -3.597 0.345
H 4.854 3.314 1.957
H 3.195 -0.417 -3.302
H 0.874 2.657 -4.493
H -0.757 4.455 -3.339
H 1.594 -3.624 -1.222
H -2.222 1.760 5.663
H -1.081 -3.674 3.051
H -1.177 -1.808 -1.916
H -1.473 2.580 -1.333
H 3.296 -1.176 -0.564
H 3.638 2.992 0.715
H -2.398 4.395 -4.000
H -2.402 -5.468 2.566